Density functional theory data (wB97M-V/def2-TZVPD) for a molecular structure, C23H49InN4P3Se at a distorted geometry.

Last column: Mulliken charge in e.
Cartesian coordinates (Å):
In (0.8588, 0.0502, 1.0569)  -0.015
P (0.5145, 1.9056, 2.9188)  1.013
P (2.4449, 0.8688, -0.9257)  1.160
P (-1.0795, -1.7385, 1.3391)  1.294
H (1.4978, -2.8196, -3.2772)  0.426
C (0.4520, -2.8963, -2.9621)  -0.570
C (-0.4889, -2.0513, -3.4237)  -0.993
H (-0.2491, -1.2523, -4.1345)  0.442
C (1.3325, 1.5314, 4.5069)  -1.183
C (1.2224, 3.5334, 2.4763)  -1.382
C (-1.1887, 2.3046, 3.4541)  -1.300
C (2.2367, 0.1644, -2.6019)  -0.976
C (2.4077, 2.6767, -1.2160)  -1.247
C (4.2052, 0.5528, -0.5572)  -1.169
C (-1.6760, -2.6066, -0.1528)  -0.792
C (-2.6065, -1.1487, 2.1580)  -1.280
C (-0.5453, -3.1031, 2.4248)  -1.393
H (0.1989, -3.7628, -2.3421)  0.384
H (-1.5545, -2.2018, -3.2148)  0.447
H (1.6464, 2.4717, 4.9826)  0.458
H (2.2080, 0.8903, 4.3394)  0.261
H (0.6282, 1.0059, 5.1655)  0.388
H (1.3003, 4.1513, 3.3831)  0.527
H (0.5820, 4.0430, 1.7418)  0.317
H (2.2241, 3.4025, 2.0438)  0.370
H (-1.1902, 3.2472, 4.0219)  0.464
H (-1.5720, 1.5003, 4.0974)  0.435
H (-1.8568, 2.4147, 2.5878)  0.255
H (3.2199, -0.1650, -2.9671)  0.625
H (1.8491, 0.9280, -3.2904)  0.625
H (1.5574, -0.6996, -2.6144)  -0.456
H (3.4380, 3.0305, -1.3658)  0.568
H (1.9813, 3.2011, -0.3490)  0.195
H (1.8142, 2.9169, -2.1092)  0.393
H (4.6507, -0.0396, -1.3677)  0.463
H (4.2941, -0.0030, 0.3877)  0.220
H (4.7371, 1.5099, -0.4682)  0.511
H (-1.7327, -3.6835, 0.0631)  0.650
H (-1.0081, -2.4688, -1.0140)  -0.591
H (-2.6802, -2.2518, -0.4243)  0.635
H (-2.8890, -1.8740, 2.9339)  0.520
H (-3.4325, -1.0580, 1.4399)  0.445
H (-2.4363, -0.1751, 2.6382)  0.100
H (-1.4130, -3.4825, 2.9828)  0.598
H (0.2142, -2.7442, 3.1307)  0.324
H (-0.1023, -3.9107, 1.8278)  0.293
C (2.7603, -2.9200, 1.5887)  0.257
C (2.5638, -3.1516, 0.2133)  0.151
C (2.3783, -4.4511, -0.2552)  -0.533
C (2.4513, -5.5367, 0.6262)  -0.725
C (2.7328, -5.3162, 1.9819)  -0.562
C (2.9093, -4.0206, 2.4596)  -0.555
Se (2.7948, -1.1629, 2.3244)  -0.092
H (-0.8790, 1.1556, -0.1511)  -1.942
H (2.5303, -2.3011, -0.4706)  0.124
H (2.1862, -4.6137, -1.3166)  0.493
H (2.3027, -6.5513, 0.2535)  0.437
H (2.8193, -6.1598, 2.6681)  0.412
H (3.1363, -3.8344, 3.5097)  0.437
C (-2.9566, 1.0696, -0.5694)  -0.134
N (-1.5494, 1.5603, -0.8505)  2.255
C (-1.5301, 3.0806, -0.7774)  -0.446
N (-2.4534, 3.6181, -1.7708)  0.160
C (-3.8192, 3.1039, -1.5028)  -0.679
N (-3.8674, 1.6231, -1.5582)  0.203
C (-3.4357, 1.2052, -2.9136)  -0.768
N (-2.0634, 1.6722, -3.2090)  0.189
C (-1.1348, 1.1293, -2.2407)  0.582
C (-2.0579, 3.1520, -3.1221)  -0.701
H (-3.2347, 1.4036, 0.4375)  0.103
H (-2.9497, -0.0256, -0.6317)  -0.058
H (-0.5075, 3.4196, -0.9861)  0.251
H (-1.8437, 3.3748, 0.2321)  0.251
H (-4.4939, 3.5006, -2.2714)  0.367
H (-4.1350, 3.4343, -0.5041)  0.333
H (-3.4648, 0.1089, -2.9767)  0.291
H (-4.1192, 1.6508, -3.6472)  0.384
H (-0.1271, 1.5201, -2.4247)  -0.098
H (-1.1282, 0.0334, -2.2737)  -0.532
H (-2.7808, 3.5440, -3.8483)  0.387
H (-1.0483, 3.5208, -3.3472)  0.301

The LUMO energy is -0.368 hartree. The calculation puts the orbital gap at 5.63 eV. As for the total energy: -4739.45893 Ha. Its net charge is +3. For the HOMO energy, the calculation gives -0.5747 Eh.

Density functional theory data (wB97M-V/def2-TZVPD) for 6 unconnected molecules or ions with the total composition C23H49N2O11 at a distorted geometry.

Last column: Mulliken charge in e.
Cartesian coordinates (Å):
N (2.5984, 3.0362, 3.2553)  -0.466
C (1.7585, 2.3517, 2.1999)  0.124
O (2.3574, 1.3834, 1.4536)  -0.458
C (0.1680, 2.6179, 1.8906)  -0.202
C (-0.7430, 2.8857, 3.2565)  -0.609
N (-1.9679, 3.7722, 2.9722)  -0.257
H (2.1715, 2.9696, 4.2165)  0.280
H (2.8513, 4.0170, 3.0045)  0.293
H (-0.2539, 1.5954, 1.4416)  0.249
H (-0.0283, 3.4477, 1.0678)  0.297
H (-0.0902, 3.2897, 4.1463)  0.404
H (-1.1725, 1.8342, 3.5927)  0.313
H (-2.6763, 3.2581, 2.3707)  0.300
H (-1.6756, 4.6085, 2.4035)  0.385
H (-2.4563, 4.0914, 3.8372)  0.384
O (2.6291, -1.8833, 4.7738)  -0.642
C (2.7688, -2.1972, 3.5932)  0.701
O (2.3750, -3.4165, 3.1611)  -0.324
C (2.3228, -3.8139, 1.7788)  -0.163
C (3.6765, -4.3072, 1.3067)  -0.963
C (3.4589, -1.2737, 2.6345)  -0.781
H (1.9245, -3.0103, 1.1528)  0.355
H (1.6022, -4.6364, 1.7205)  0.131
H (4.4339, -3.5211, 1.3627)  0.303
H (3.6197, -4.6603, 0.2725)  0.325
H (4.0266, -5.1281, 1.9413)  0.295
H (4.5403, -1.3970, 2.7317)  0.277
H (3.1884, -0.2440, 2.8898)  0.169
H (3.1653, -1.4160, 1.5959)  0.264
O (1.5806, -4.5700, -1.9295)  -0.551
C (0.6495, -3.7918, -2.1277)  0.798
O (-0.2081, -3.4866, -1.1278)  -0.336
C (-1.2109, -2.4566, -1.1997)  -0.365
C (-2.4756, -2.9782, -1.8530)  -1.094
C (0.3940, -3.2409, -3.4986)  -0.985
H (-0.8205, -1.5607, -1.6910)  0.374
H (-1.4340, -2.1696, -0.1668)  0.309
H (-2.2965, -3.2926, -2.8844)  0.294
H (-3.2543, -2.2094, -1.8557)  0.361
H (-2.8488, -3.8566, -1.3160)  0.331
H (-0.1736, -3.9716, -4.0799)  0.273
H (1.3583, -3.0623, -3.9855)  0.315
H (-0.1281, -2.2855, -3.5001)  0.282
O (-4.1769, 2.9702, 0.6748)  -0.707
C (-3.7537, 3.0987, -0.4725)  0.786
O (-2.8011, 2.2634, -0.9450)  -0.308
C (-2.3726, 2.2087, -2.3180)  -0.348
C (-1.3085, 3.2527, -2.5941)  -0.739
C (-4.2170, 4.2351, -1.3340)  -1.018
H (-3.2248, 2.2838, -2.9995)  0.376
H (-1.9439, 1.2124, -2.4686)  0.236
H (-1.6883, 4.2660, -2.4402)  0.170
H (-0.9457, 3.1715, -3.6232)  0.366
H (-0.4624, 3.1260, -1.9105)  0.212
H (-3.6423, 5.1310, -1.0872)  0.245
H (-5.2766, 4.4171, -1.1271)  0.429
H (-4.1462, 4.0365, -2.4021)  0.282
O (4.5912, -9.3050, 4.4478)  -0.584
C (3.5154, -8.7155, 4.5313)  0.730
O (3.0395, -8.0135, 3.4781)  -0.397
C (1.7189, -7.4458, 3.4064)  -0.563
C (1.6786, -6.0849, 4.0733)  -0.522
C (2.7588, -8.6878, 5.8255)  -0.876
H (0.9715, -8.1356, 3.8090)  0.395
H (1.4897, -7.3295, 2.3420)  0.336
H (1.9178, -6.1503, 5.1378)  0.332
H (0.6878, -5.6325, 3.9682)  0.322
H (2.4210, -5.4170, 3.6239)  -0.008
H (3.1689, -7.9025, 6.4651)  0.238
H (2.8817, -9.6571, 6.3195)  0.305
H (1.6865, -8.5416, 5.7068)  0.319
O (-3.1992, 6.8524, -3.1716)  -0.552
C (-2.7760, 6.9809, -4.3189)  0.833
O (-1.8234, 6.1456, -4.7913)  -0.324
C (-1.3950, 6.0909, -6.1643)  -0.397
C (-0.3308, 7.1349, -6.4404)  -0.999
C (-3.2393, 8.1172, -5.1804)  -1.158
H (-2.2471, 6.1660, -6.8459)  0.355
H (-0.9663, 5.0946, -6.3150)  0.313
H (-0.7107, 8.1482, -6.2866)  0.277
H (0.0320, 7.0536, -7.4696)  0.374
H (0.5152, 7.0082, -5.7568)  0.302
H (-2.6646, 9.0132, -4.9335)  0.287
H (-4.2990, 8.2993, -4.9735)  0.319
H (-3.1686, 7.9187, -6.2485)  0.369

The LUMO energy is -0.126 hartree. The calculation puts the orbital gap at 7.51 eV. As for the total energy: -1842.59280 Ha. Its net charge is +1. For the HOMO energy, the calculation gives -0.4016 Eh.

Density functional theory data (wB97M-V/def2-TZVPD) for 11 unconnected molecules or ions with the total composition C23H50BBrClN11O25P at a distorted geometry.

Last column: Mulliken charge in e.
Cartesian coordinates (Å):
C (0.9540, 6.3113, 1.7513)  -0.273
O (1.8143, 5.2012, 1.4428)  -0.319
C (1.8910, 4.9280, 0.0499)  -0.578
C (0.8479, 3.8565, -0.4387)  0.319
C (-0.4815, 4.2881, -1.0050)  0.226
Br (-1.0156, 6.1766, -1.1325)  -0.045
C (-1.4158, 3.2038, -1.4920)  0.538
C (-2.7688, 3.6586, -2.1241)  -1.047
C (-3.9608, 2.6111, -1.9893)  -0.756
C (-4.6474, 2.8687, -0.5594)  -0.481
O (-4.0435, 1.9123, 0.3548)  -0.270
C (-4.9936, 0.9095, 0.6476)  0.411
C (-4.6510, -0.5524, 0.1716)  -0.284
O (-6.0011, 1.1570, 1.2538)  -0.516
C (-1.0325, 1.7909, -1.3656)  -0.294
N (0.2242, 1.4414, -0.8287)  0.495
P (0.6361, -0.3087, -0.7412)  0.101
O (1.2774, -0.7903, -2.2260)  -0.377
Cl (-1.1205, -1.4210, -0.4348)  -0.097
C (1.1248, 2.3998, -0.3927)  0.037
B (2.5924, 1.9246, 0.1801)  0.770
C (3.7542, 1.8156, -0.9501)  -0.835
O (2.8095, 1.6796, 1.5356)  -0.489
H (1.0845, 6.6611, 2.8187)  0.252
H (-0.1097, 5.9178, 1.6994)  0.212
H (1.1103, 7.2083, 1.1060)  0.132
H (1.6801, 5.8943, -0.5084)  -0.044
H (2.9348, 4.6342, -0.2784)  0.224
H (-2.5659, 3.7949, -3.2343)  0.389
H (-3.1503, 4.6429, -1.7559)  0.384
H (-4.6903, 2.8746, -2.8152)  0.377
H (-3.6587, 1.5415, -2.1233)  0.394
H (-5.7484, 2.7195, -0.7099)  0.311
H (-4.4352, 3.9153, -0.1882)  0.375
H (-5.4808, -0.8895, -0.5031)  0.270
H (-4.6076, -1.1872, 1.0938)  0.383
H (-3.6980, -0.5695, -0.4181)  -0.203
H (-1.7297, 0.9908, -1.7240)  0.170
H (2.0433, -0.2289, -2.4644)  0.322
H (3.2410, 1.4545, -1.8935)  0.205
H (4.0749, 2.8763, -1.1772)  0.245
H (4.5995, 1.1500, -0.6450)  0.222
H (2.0447, 1.2327, 1.9535)  0.275
C (0.2404, -3.7850, -2.3427)  -0.615
N (0.4030, -5.2603, -2.3263)  1.043
O (1.4696, -5.7040, -1.9530)  -0.492
O (-0.5555, -5.9240, -2.6888)  -0.565
H (1.1624, -3.3271, -1.9967)  0.338
H (0.0230, -3.4869, -3.3670)  0.347
H (-0.5838, -3.5438, -1.6764)  -0.109
C (0.7442, -8.5801, -1.1496)  -0.273
N (0.2254, -9.2909, 0.0493)  0.911
O (-0.2526, -10.3958, -0.1154)  -0.544
O (0.3177, -8.7079, 1.1160)  -0.528
H (0.5976, -9.2106, -2.0223)  0.292
H (0.1871, -7.6541, -1.2462)  -0.150
H (1.8020, -8.3886, -0.9855)  0.286
C (-0.0648, 8.3921, -4.9687)  -0.705
N (0.1356, 6.9177, -4.9441)  0.919
O (1.2191, 6.5051, -4.5678)  -0.529
O (-0.8004, 6.2306, -5.3014)  -0.524
H (0.8465, 8.8747, -4.6262)  0.266
H (-0.2895, 8.6755, -5.9947)  0.299
H (-0.8959, 8.6214, -4.3048)  0.287
C (2.9720, 9.0267, -1.5253)  -0.800
N (1.6121, 9.4441, -1.0900)  0.894
O (1.0974, 10.3729, -1.6759)  -0.518
O (1.1100, 8.8178, -0.1701)  -0.598
H (3.2885, 9.6668, -2.3440)  0.319
H (3.6373, 9.1347, -0.6710)  0.330
H (2.9089, 7.9891, -1.8484)  0.261
C (2.5459, -0.2603, 4.6499)  -0.667
N (1.5757, -1.1873, 4.0070)  0.942
O (1.4535, -2.2946, 4.4879)  -0.531
O (0.9655, -0.7668, 3.0350)  -0.508
H (3.0075, -0.7656, 5.4913)  0.366
H (3.2919, 0.0038, 3.9016)  0.303
H (1.9933, 0.6121, 4.9788)  0.137
C (0.2740, -5.2814, 3.0338)  -0.874
N (1.0178, -4.7053, 1.8870)  0.965
O (2.2307, -4.6794, 1.9446)  -0.555
O (0.3481, -4.2931, 0.9540)  -0.443
H (0.9829, -5.6082, 3.7895)  0.303
H (-0.3746, -4.5010, 3.4252)  0.305
H (-0.3025, -6.1218, 2.6555)  0.328
C (1.0211, 1.1386, 8.5163)  -0.759
N (1.5740, 1.4366, 7.1682)  0.871
O (0.8550, 2.0259, 6.3818)  -0.521
O (2.7124, 1.0677, 6.9442)  -0.532
H (0.0064, 1.5232, 8.5702)  0.312
H (1.0323, 0.0580, 8.6439)  0.303
H (1.6597, 1.6290, 9.2479)  0.291
C (-3.1430, -6.5807, 0.2755)  -0.683
N (-3.3687, -5.8335, 1.5404)  1.038
O (-4.3282, -5.0913, 1.5922)  -0.549
O (-2.5659, -6.0228, 2.4353)  -0.598
H (-3.9238, -6.3185, -0.4293)  0.224
H (-2.1658, -6.2929, -0.1065)  0.164
H (-3.1792, -7.6427, 0.5133)  0.361
C (4.7063, -4.4510, -0.1566)  -0.555
N (5.4122, -3.8589, -1.3242)  0.925
O (6.6259, -3.8273, -1.2898)  -0.541
O (4.7158, -3.4450, -2.2357)  -0.562
H (5.4439, -4.7741, 0.5729)  0.330
H (4.0621, -3.6811, 0.2614)  0.217
H (4.1253, -5.2967, -0.5183)  0.189
C (-3.8440, -4.7587, -3.4205)  -0.764
N (-4.0675, -4.0095, -2.1546)  0.833
O (-5.0233, -3.2615, -2.1060)  -0.537
O (-3.2699, -4.2027, -1.2534)  -0.333
H (-4.6242, -4.4901, -4.1274)  0.327
H (-2.8640, -4.4769, -3.8000)  0.226
H (-3.8846, -5.8204, -3.1853)  0.281

The LUMO energy is -0.160 hartree. The calculation puts the orbital gap at 8.03 eV. As for the total energy: -6788.92867 Ha. Its net charge is +1. For the HOMO energy, the calculation gives -0.4552 Eh.